1.
# C16H24I2N5O2PtS2

C16H24I2N5O2PtS2 as an isolated structure (ωB97M-V/def2-TZVPD, OMol25).

Relative energy (zero: lowest compared OMol25 entry of this formula, charge and spin)   66.8 kJ/mol
DFT total energy   -2558.36446 Ha
HOMO energy   -16.3 eV
Orbital gap   4.14 eV

Geometry as ORCA input:
```
! wB97M-V def2-TZVPD RIJCOSX def2/J DEFGRID3
* xyz 3 1
Pt -1.82206 -0.30957 -1.93487
I -2.74119 -0.29761 -4.29484
C -3.31342 -2.33745 -4.05611
I -3.05713 -2.64787 -1.95832
H -2.61048 -2.95194 -4.60657
H -4.34131 -2.47687 -4.37367
N 3.78699 -2.14360 3.40399
C 2.54661 -2.00942 2.94367
C 1.56226 -1.32925 3.71391
C 0.27903 -1.23988 3.27006
C -0.07117 -1.79638 2.02013
C 0.89607 -2.45714 1.23267
C 2.17911 -2.55618 1.68161
S -1.68741 -1.83760 1.55443
O -2.56879 -1.69853 2.67399
O -1.93039 -2.81222 0.53795
N -1.95107 -0.34260 0.59971
C -2.71744 0.57794 1.01640
S -3.64977 0.58759 2.62115
C -4.21694 2.05897 2.23529
C -3.75299 2.53378 0.92601
N -2.95473 1.75526 0.30024
H 4.04688 -1.80595 4.31696
H 4.48074 -2.67155 2.89955
H 1.83137 -0.92390 4.68066
H -0.47514 -0.78035 3.89541
H 0.60541 -2.93339 0.30561
H 2.91642 -3.10063 1.10500
H -4.87796 2.60849 2.89908
H -4.06475 3.48501 0.51122
C 2.25524 1.50431 0.84890
C 2.39816 1.73361 -0.64672
N 1.22963 1.20830 -1.38003
C 1.28909 -0.22108 -1.70669
C 1.53714 -0.47277 -3.18501
C 0.20388 1.97939 -1.70840
C 0.34376 3.46953 -1.61725
N -0.95596 1.50099 -2.14065
H 3.12860 1.89327 1.37176
H 2.16936 0.43902 1.07712
H 1.37350 2.01682 1.24031
H 3.27603 1.22030 -1.03815
H 2.53076 2.78651 -0.87371
H 0.38547 -0.73750 -1.33886
H 2.10178 -0.63954 -1.11566
H 0.68955 -0.17652 -3.80104
H 1.73509 -1.53142 -3.35457
H 2.41150 0.08646 -3.51736
H 1.23136 3.81146 -2.14712
H 0.42877 3.78033 -0.57476
H -0.52453 3.96400 -2.04654
H -1.56492 2.23739 -2.46589
*
```

=====

2.
# C16H24LiNO15

C16H24LiNO15 as an isolated structure in a non-equilibrium geometry (ωB97M-V/def2-TZVPD, OMol25).

Relative energy (zero: lowest compared OMol25 entry of this formula, charge and spin)   48.6 kJ/mol
DFT total energy   -1814.77718 Ha
HOMO energy   -6.9 eV
Orbital gap   7.16 eV

Geometry as ORCA input:
```
! wB97M-V def2-TZVPD RIJCOSX def2/J DEFGRID3
* xyz 0 1
Li 43.20400 57.26000 67.35300
N 40.66500 57.47300 67.41900
O 39.46200 57.71900 67.19100
O 41.37600 58.38700 67.82200
O 41.19900 56.43200 67.13200
C 47.32900 58.41800 71.09500
C 45.99400 57.59000 71.62400
C 44.93200 58.54300 72.08900
O 43.79500 58.14700 71.27600
C 44.15600 57.24100 70.39400
O 43.38200 56.92600 69.47600
O 45.40200 56.90000 70.52400
H 48.15900 58.64100 71.85900
H 47.31200 59.33800 70.40000
H 47.99000 57.59100 70.63700
H 46.27500 56.66100 72.25100
H 45.03700 59.47100 71.66100
H 44.67200 58.40200 73.14100
C 42.65400 57.10700 60.84800
C 43.09200 56.21300 61.98500
C 44.68300 56.29500 62.14100
O 44.84700 56.65400 63.46200
C 43.60200 56.82800 64.07900
O 43.31800 57.01500 65.21100
O 42.66600 56.50200 63.14800
H 41.62200 56.90200 60.80400
H 43.15200 56.95000 59.98000
H 42.76600 58.10500 61.31500
H 43.12900 55.09700 61.74600
H 45.14900 56.88800 61.39400
H 45.14700 55.32100 61.95400
C 46.35900 62.08000 70.33900
C 45.23100 61.60000 69.45600
C 45.11100 62.11500 68.07600
O 44.65600 61.01700 67.40400
C 44.66600 60.00100 68.01400
O 44.33600 58.86200 67.54800
O 45.06000 60.22700 69.30300
H 46.18100 61.85700 71.43000
H 46.60000 63.14700 70.27900
H 47.30900 61.67000 70.16700
H 44.26900 61.82500 69.93100
H 46.11800 62.19500 67.81800
H 44.53800 63.02800 67.96900
C 47.00100 51.79500 66.08500
C 46.38100 53.10400 65.44000
C 44.90500 52.87500 64.81500
O 44.21300 53.95300 65.57600
C 44.99800 54.58700 66.41800
O 44.69500 55.45700 67.25000
O 46.18800 53.99800 66.48600
H 46.44300 51.50800 67.09300
H 48.06900 51.85100 66.43600
H 46.91600 50.94800 65.37300
H 46.97500 53.28700 64.44500
H 44.40900 52.01200 65.11500
H 44.71500 53.27700 63.75000
*
```